1) The following is a DFT calculation (ωB97M-V/def2-TZVPD) of a single CH2O2S molecule.

structure (SMILES): OOC=S
frontier orbital gap (spin up / spin down): 8.708 / 8.707 eV
molar mass: 78.09 g/mol
HOMO energy (spin up / spin down): -9.73 / -9.73 eV
LUMO energy (spin up / spin down): -1.02 / -1.02 eV

Each line ends with the Mulliken charge.
Atoms and positions in Å:
O: 0.90939 0.76463 -0.07508  -0.340
O: -0.47770 1.19288 0.02460  -0.241
C: -1.59530 -0.09659 -0.38792  0.030
S: -3.11662 0.11010 -0.02246  -0.145
H: 1.01534 0.24614 0.72330  0.334
H: -1.22089 -0.67282 -1.15581  0.361



2) The following is a DFT calculation (ωB97M-V/def2-TZVPD) of a single CH2O2S molecule.

structure (SMILES): SC1OO1
frontier orbital gap: 10.654 eV
molar mass: 78.09 g/mol
HOMO energy: -10.26 eV
LUMO energy: 0.40 eV

Each line ends with the Mulliken charge.
Atoms and positions in Å:
S: -0.99265 -0.47762 0.23631  -0.212
C: 0.49769 0.14104 -0.42471  0.243
O: 0.67345 1.57883 -0.46587  -0.252
O: 1.56586 0.60149 0.35795  -0.216
H: -1.17879 0.72125 0.94652  0.172
H: 0.87104 -0.37596 -1.38907  0.265



Name the most stable of them. 2).



1) The following is a DFT calculation (ωB97M-V/def2-TZVPD) of a 2-piece molecular cluster, CH2O2S overall.

frontier orbital gap (spin up / spin down): 6.160 / 7.127 eV
molar mass: 78.09 g/mol
HOMO energy (spin up / spin down): -9.49 / -10.30 eV
LUMO energy (spin up / spin down): -3.33 / -3.18 eV

Each line ends with the Mulliken charge.
Atoms and positions in Å:
C: 0.16943 0.31126 -0.06519  -0.399
O: 0.91678 -0.58494 -0.51190  0.064
O: 1.85373 -1.01141 0.36703  -0.454
S: -2.84484 -0.26684 0.02283  0.010
H: 0.40042 0.71139 1.01942  0.312
H: -0.49553 0.84054 -0.83218  0.466



2) The following is a DFT calculation (ωB97M-V/def2-TZVPD) of a 2-piece molecular cluster, CH2O2S overall.

frontier orbital gap: 9.069 eV
molar mass: 78.09 g/mol
HOMO energy: -9.38 eV
LUMO energy: -0.31 eV

Each line ends with the Mulliken charge.
Atoms and positions in Å:
C: 1.99869 0.89677 0.16321  0.010
O: 2.66821 -0.07262 -0.24523  -0.101
O: -1.51693 -0.42805 0.08153  -0.622
S: 0.78126 -0.23376 -0.22045  0.057
H: -1.70953 0.33026 0.72021  0.349
H: -2.22170 -0.49261 -0.49927  0.306



3) The following is a DFT calculation (ωB97M-V/def2-TZVPD) of a single CH2O2S molecule.

structure (SMILES): O=C(O)S
frontier orbital gap: 10.484 eV
molar mass: 78.09 g/mol
HOMO energy: -10.19 eV
LUMO energy: 0.29 eV

Each line ends with the Mulliken charge.
Atoms and positions in Å:
O: 1.27206 -1.11070 0.04772  -0.521
C: 0.50979 -0.10304 -0.03464  0.683
O: 0.83146 1.18862 -0.04222  -0.463
S: -1.26954 -0.15490 -0.02726  -0.240
H: 1.89285 1.24822 0.06775  0.355
H: -1.46717 1.22506 0.53214  0.186



Name the most stable of them. 3).



1) The following is a DFT calculation (ωB97M-V/def2-TZVPD) of an isolated ion of composition C5H9N2 and charge +1.

structure (SMILES): CCc1c[nH]c[nH+]1
frontier orbital gap: 10.883 eV
charge: +1
molar mass: 97.14 g/mol
HOMO energy: -14.42 eV
LUMO energy: -3.54 eV

Each line ends with the Mulliken charge.
Atoms and positions in Å:
C: -1.37664 0.26278 -2.19348  -1.028
C: -1.11734 1.05653 -0.90277  -0.293
C: -0.07215 0.35664 -0.02782  0.321
C: 0.77371 0.88559 0.88021  -0.559
N: 1.43006 -0.20767 1.48630  -0.101
C: 0.82317 -1.32721 1.08001  -0.162
N: -0.06559 -1.02417 0.14884  -0.002
H: -2.42267 0.23690 -2.51339  0.319
H: -0.82538 0.53919 -3.08983  0.303
H: -1.22374 -0.81057 -2.05852  0.244
H: -0.68589 2.02436 -1.15106  0.322
H: -1.98315 1.22049 -0.26621  0.289
H: 1.17734 1.86385 1.04956  0.403
H: 1.72708 -0.12983 2.45166  0.315
H: 1.14982 -2.23258 1.56866  0.407
H: -0.52690 -1.72443 -0.39625  0.222



2) The following is a DFT calculation (ωB97M-V/def2-TZVPD) of an isolated ion of composition C5H9N2 and charge +1.

frontier orbital gap (spin up / spin down): 9.130 / 9.131 eV
charge: +1
molar mass: 97.14 g/mol
HOMO energy (spin up / spin down): -14.93 / -14.93 eV
LUMO energy (spin up / spin down): -5.80 / -5.80 eV

Each line ends with the Mulliken charge.
Atoms and positions in Å:
C: -2.47369 -0.70836 -0.01616  -0.268
C: -3.10503 0.37908 0.27915  -0.191
C: -0.38762 0.34571 -0.34655  0.648
C: 1.81408 -0.25222 0.50675  -0.988
C: 1.09631 0.36090 -0.66097  -0.643
N: -1.12336 -0.82643 -0.31305  -0.139
N: -1.03808 1.41013 -0.11464  -0.590
H: -2.93947 -1.63540 -0.05159  0.456
H: -3.86201 0.97819 0.17890  0.469
H: 2.88700 -0.11308 0.31777  0.339
H: 1.68987 -1.26759 0.33430  0.324
H: 1.24583 0.06480 1.40005  0.335
H: 1.07564 -0.38918 -1.54850  0.296
H: 1.40231 1.31370 -0.90564  0.418
H: -0.55768 -1.68076 -0.33831  0.275
H: -0.72391 2.32156 -0.36678  0.259



Name the most stable of them. 1).



1) The following is a DFT calculation (ωB97M-V/def2-TZVPD) of a 2-piece molecular cluster, C5H9N2 overall.

frontier orbital gap: 8.931 eV
charge: +1
molar mass: 97.14 g/mol
HOMO energy: -12.97 eV
LUMO energy: -4.04 eV

Each line ends with the Mulliken charge.
Atoms and positions in Å:
C: 0.03538 1.62806 -1.77290  -0.590
C: -0.33023 0.49555 -2.20965  0.342
C: 0.04819 1.06014 2.00712  -0.596
C: 0.17626 -0.28401 1.28042  0.548
C: 0.36974 -1.72659 1.56468  -0.962
N: 0.26117 0.79456 0.63641  -0.345
N: -0.61951 -0.61575 -2.80586  -0.294
H: 0.02992 2.60702 -2.23599  0.372
H: -0.98085 1.28956 2.44876  0.199
H: 0.83351 1.60017 2.56543  0.255
H: 1.34970 -1.87931 0.99913  0.262
H: -0.29675 -2.49137 1.36407  0.367
H: 0.51595 -1.87672 2.68282  0.278
H: 0.11707 1.57419 -0.63812  0.564
H: 0.07951 -1.34766 -3.05048  0.307
H: -1.58905 -0.82784 -2.83584  0.294



2) The following is a DFT calculation (ωB97M-V/def2-TZVPD) of an isolated ion of composition C5H9N2 and charge +1.

structure (SMILES): CCc1c[nH]c[nH+]1
frontier orbital gap: 10.784 eV
charge: +1
molar mass: 97.14 g/mol
HOMO energy: -14.28 eV
LUMO energy: -3.50 eV

Each line ends with the Mulliken charge.
Atoms and positions in Å:
C: -0.11459 -1.38416 -2.26331  -1.177
C: -0.12878 -1.58729 -0.74736  -0.291
C: -0.12619 -0.29903 -0.00453  0.354
C: -0.85781 -0.00273 1.11047  -0.529
N: -0.38029 1.17886 1.61427  -0.032
C: 0.64527 1.59847 0.89226  -0.199
N: 0.80292 0.70310 -0.09065  -0.017
H: -0.90359 -0.74356 -2.65518  0.348
H: -0.14643 -2.31763 -2.82482  0.352
H: 0.86200 -0.96087 -2.54500  0.300
H: 0.71999 -2.18053 -0.41217  0.270
H: -1.03303 -2.10889 -0.48455  0.319
H: -1.71660 -0.51324 1.50765  0.401
H: -0.69337 1.54400 2.50323  0.248
H: 1.04558 2.58283 0.77017  0.367
H: 1.36479 0.92796 -0.90063  0.285



3) The following is a DFT calculation (ωB97M-V/def2-TZVPD) of a 2-piece molecular cluster, C5H9N2 overall.

frontier orbital gap: 8.811 eV
charge: +1
molar mass: 97.14 g/mol
HOMO energy: -13.54 eV
LUMO energy: -4.73 eV

Each line ends with the Mulliken charge.
Atoms and positions in Å:
C: -2.41298 1.82638 0.24993  0.185
C: -1.72348 0.97366 -0.22850  -0.684
C: 1.46450 0.74482 -0.37627  0.225
C: -1.07547 -1.89260 0.22756  -1.211
C: -0.39809 -0.68598 -0.54592  -0.043
N: 2.53281 1.20285 0.18796  -0.258
N: 0.76295 -0.29690 0.07107  -0.186
H: -3.00983 2.71211 0.27371  0.392
H: 1.14785 0.95433 -1.40361  0.360
H: -0.81167 -1.83552 1.24727  0.443
H: -2.11137 -1.92258 0.26527  0.357
H: -0.79433 -2.82388 -0.41565  0.290
H: -0.25689 -0.94379 -1.55704  0.340
H: 3.08824 1.91339 -0.16522  0.239
H: 2.76612 0.72699 1.11827  0.273
H: 0.83165 -0.65328 1.05117  0.277



4) The following is a DFT calculation (ωB97M-V/def2-TZVPD) of C5H9N2 as an isolated structure.

frontier orbital gap: 10.737 eV
charge: +1
molar mass: 97.14 g/mol
HOMO energy: -15.85 eV
LUMO energy: -5.11 eV

Each line ends with the Mulliken charge.
Atoms and positions in Å:
C: 1.82200 -0.29825 0.07130  0.756
C: -0.23162 -0.30330 -0.01977  0.504
C: 3.10398 0.22900 0.01235  -0.973
C: -2.60417 0.15809 -0.01923  -1.246
C: -1.52532 -0.90195 0.06301  -0.092
N: 0.96293 -1.15403 -0.00587  -0.322
N: 0.25732 0.88242 0.05872  -0.466
H: 3.65828 0.59994 0.86573  0.346
H: 2.89347 1.01972 -0.72500  0.278
H: 3.86026 -0.41461 -0.32346  0.369
H: -3.65994 -0.25404 0.04851  0.336
H: -2.57304 0.68329 -1.02801  0.329
H: -2.27648 0.98127 0.59925  0.316
H: -1.80309 -1.61811 -0.74828  0.309
H: -1.62092 -1.36650 0.97033  0.301
H: -0.26366 1.75708 0.18040  0.254



Name the most stable of them. 2).



1) The following is a DFT calculation (ωB97M-V/def2-TZVPD) of C5H9N2 as an isolated structure.

frontier orbital gap: 11.363 eV
charge: +1
molar mass: 97.14 g/mol
HOMO energy: -14.24 eV
LUMO energy: -2.88 eV

Each line ends with the Mulliken charge.
Atoms and positions in Å:
C: -1.35724 1.38440 -1.78443  0.051
C: 0.32787 -1.87020 -0.14052  -0.471
C: -0.61816 -1.18362 0.78433  -0.338
C: 0.13208 -0.04297 0.72488  0.205
C: 0.18171 1.31296 1.15388  -1.066
N: -0.57134 0.54727 -1.85196  -0.454
N: 1.10895 -0.61744 -0.27220  -0.116
H: -2.05014 2.13125 -1.62761  0.356
H: 0.92257 -2.75235 0.17128  0.371
H: -0.12223 -2.04394 -1.10154  0.268
H: -1.54088 -1.34140 1.22750  0.458
H: -0.23310 1.51411 2.20143  0.342
H: -0.37470 1.93833 0.55516  0.235
H: 1.18789 1.67490 1.27517  0.332
H: 2.09246 -0.55759 -0.07926  0.347
H: 0.91424 -0.09372 -1.23611  0.478



2) The following is a DFT calculation (ωB97M-V/def2-TZVPD) of an isolated ion of composition C5H9N2 and charge +1.

structure (SMILES): CCc1c[nH]c[nH+]1
frontier orbital gap: 9.928 eV
charge: +1
molar mass: 97.14 g/mol
HOMO energy: -13.67 eV
LUMO energy: -3.74 eV

Each line ends with the Mulliken charge.
Atoms and positions in Å:
C: 1.17358 -1.63523 -0.83726  -1.052
C: 0.74020 -0.26475 -1.46737  -0.259
C: -0.23730 0.26468 -0.28468  0.118
C: 0.16591 0.12028 1.06892  -0.441
N: -0.73924 0.62309 1.88732  0.002
C: -1.56856 1.44320 1.04986  -0.334
N: -1.28112 1.18260 -0.26413  -0.008
H: 2.19155 -1.49154 -0.39365  0.255
H: 0.40763 -1.93520 0.00941  0.326
H: 1.11092 -2.49229 -1.47968  0.353
H: 0.35229 -0.40894 -2.46919  0.362
H: 1.62457 0.33794 -1.52098  0.276
H: 0.97941 -0.24743 1.54839  0.540
H: -0.83999 0.72327 2.85909  0.200
H: -2.31848 2.14022 1.34394  0.396
H: -1.76136 1.64009 -1.05001  0.266



Name the most stable of them. 2).



1) The following is a DFT calculation (ωB97M-V/def2-TZVPD) of an isolated ion of composition C5H9N2 and charge +1.

structure (SMILES): C1=N[C@@H]2C[NH2+][C@@H]2C1
frontier orbital gap: 10.759 eV
charge: +1
molar mass: 97.14 g/mol
HOMO energy: -14.26 eV
LUMO energy: -3.50 eV

Each line ends with the Mulliken charge.
Atoms and positions in Å:
C: -0.70415 1.84013 0.40707  -0.146
N: -1.31747 0.96263 1.06021  -0.537
C: -1.20890 -0.32173 0.50150  0.393
C: -0.11304 -1.21958 1.09724  -0.825
N: 0.87548 -0.86530 0.03261  -0.131
C: -0.12810 -0.11952 -0.80964  -0.369
C: 0.04979 1.37527 -0.83467  -0.776
H: -0.71962 2.87326 0.70588  0.434
H: -2.17836 -0.77420 0.32394  0.401
H: 0.19920 -0.94263 2.10151  0.370
H: -0.36349 -2.27736 1.06786  0.320
H: 1.62659 -0.25126 0.37095  0.361
H: 1.31427 -1.66870 -0.42914  0.343
H: -0.36283 -0.61738 -1.73969  0.480
H: -0.39420 1.81516 -1.72812  0.340
H: 1.08684 1.70565 -0.78217  0.341



2) The following is a DFT calculation (ωB97M-V/def2-TZVPD) of an isolated ion of composition C5H9N2 and charge +1.

frontier orbital gap: 7.701 eV
charge: +1
molar mass: 97.14 g/mol
HOMO energy: -11.96 eV
LUMO energy: -4.26 eV

Each line ends with the Mulliken charge.
Atoms and positions in Å:
C: -0.06713 -1.17225 -0.22625  -0.500
C: 1.64725 0.20260 0.92426  -0.830
C: 1.41833 0.73294 -0.38990  0.072
C: 0.04734 1.08068 -0.28167  -0.111
C: -2.12581 0.16636 0.30649  -0.805
N: 1.37871 -0.72533 -0.22941  -0.129
N: -0.76017 0.09930 -0.11849  0.136
H: -0.32634 -1.72214 0.61254  0.403
H: -0.23839 -1.74175 -1.11706  0.360
H: 2.62363 0.14266 1.49177  0.207
H: 1.91773 1.44409 -1.05800  0.416
H: -0.16428 2.15191 -0.39021  0.434
H: -2.40865 -0.17590 1.37986  0.294
H: -2.57360 -0.37123 -0.39938  0.424
H: -2.42951 1.33507 0.19746  0.267
H: 2.06088 -1.44701 -0.70201  0.362



Name the most stable of them. 1).